ORCA calculation (the ωB97M-V functional and the def2-TZVPD basis) on an isolated molecule of C5H12F2Si2.

CARTESIAN COORDINATES (ANGSTROEM)
C (-1.3784, -0.0317, -1.7282)
C (-2.1148, 0.8171, -0.8154)
C (-1.0901, -1.3810, -1.0704)
C (2.7069, 1.9336, 0.4959)
C (-0.6730, -0.9485, 2.0697)
F (3.0759, -0.3817, -0.9195)
F (1.2256, -2.1998, 0.6924)
Si (1.6961, 0.6041, -0.4975)
Si (0.2025, -0.9511, 0.3457)
H (-1.8100, -0.4565, -2.7485)
H (-0.3311, 0.3500, -1.8980)
H (-1.8363, 0.8871, 0.2354)
H (-2.9534, 1.4534, -1.1408)
H (-1.9885, -1.8495, -0.5727)
H (-0.8204, -2.1403, -1.8681)
H (3.2827, 1.7107, 1.3967)
H (3.3393, 2.3625, -0.2017)
H (2.0335, 2.7022, 0.9025)
H (-0.5495, 0.0635, 2.6730)
H (-1.7561, -0.8513, 1.9444)
H (-0.2609, -1.6926, 2.7050)

Results
2S+1   1
Gap between HOMO and LUMO (alpha / beta)   7.458 / 7.394 eV
Electronic energy   -976.3874 Eh

Here are the natural (NBO) charges for atoms 1 to 2, given in e: number 1, C, carries -0.53; number 2, C, carries -0.30

***

ORCA calculation (the ωB97M-V functional and the def2-TZVPD basis) on a structure of composition C5H12FNO8PSSi2.

CARTESIAN COORDINATES (ANGSTROEM)
N (1.5152, 3.3332, -3.1538)
C (0.4370, 2.3591, -3.4999)
Si (-1.0945, 2.5497, -2.4034)
O (-1.5630, 1.0579, -1.7027)
Si (-1.0610, 0.6595, -0.2069)
P (1.1316, 0.1437, -0.1060)
O (1.4268, -0.9680, -1.2083)
O (1.3432, -0.6322, 1.3095)
S (2.3155, 1.6671, -0.1673)
C (-2.5280, 3.0903, -3.5468)
O (-3.5463, 3.6247, -3.0486)
O (-2.3248, 2.8563, -4.7578)
H (2.4134, 2.8890, -3.2740)
H (1.4847, 4.0872, -3.8218)
H (0.1455, 2.4714, -4.5327)
H (0.8190, 1.3494, -3.3710)
H (-0.9101, 3.5979, -1.3699)
H (-1.7477, -0.6020, 0.1598)
H (-1.4020, 1.6360, 0.8414)
H (2.2411, -0.7415, -1.6680)
H (1.6270, 0.0613, 1.9144)
C (0.2806, -3.4964, 2.8395)
C (0.1224, -4.3208, 4.0941)
O (-0.1770, -3.3418, 5.0675)
C (-0.8011, -2.3102, 4.4178)
O (-1.4104, -1.4560, 4.9565)
O (-0.6305, -2.4161, 3.0788)
F (1.2769, -4.9519, 4.4372)
H (1.2916, -3.1040, 2.7270)
H (0.0101, -4.0389, 1.9378)
H (-0.6852, -5.0541, 4.0574)

Results
2S+1   1
Gap between HOMO and LUMO   5.827 eV
Net charge   -1
Energy relative to the best compared isomer or geometry (same formula, charge and spin)   0.000 eV
Electronic energy   -2273.0270 Eh

Here are the natural (NBO) charges for atoms 1 to 2, given in e: number 1, N, carries -0.84; number 2, C, carries -0.69

***

ORCA calculation (the ωB97M-V functional and the def2-TZVPD basis) on a structure of composition C5H12LiN3O3.

CARTESIAN COORDINATES (ANGSTROEM)
Li (-0.6339, -0.4557, 0.1094)
N (-1.7745, -0.3042, 3.8489)
C (-1.3264, -0.0793, 2.5964)
O (-1.6359, -0.8489, 1.6817)
C (-0.4723, 1.1507, 2.3691)
C (0.5693, 0.9636, 1.2609)
H (-2.3871, -1.0830, 4.0182)
H (-1.5282, 0.3123, 4.6004)
H (-0.0924, 1.4817, 3.3494)
H (-1.2002, 1.9166, 2.0697)
H (1.5142, 0.6606, 1.7426)
H (0.7857, 1.9443, 0.8240)
C (-0.0024, 0.6040, -4.2111)
O (0.9629, -0.1132, -3.4287)
C (0.4989, -0.5963, -2.2729)
O (-0.6543, -0.4825, -1.8993)
N (1.4805, -1.2406, -1.5895)
N (1.1687, -1.6547, -0.2928)
H (0.5297, 0.9205, -5.1021)
H (-0.3721, 1.4635, -3.6558)
H (-0.8356, -0.0451, -4.4714)
H (2.4316, -1.0043, -1.8296)
H (1.4251, -0.9386, 0.3947)
H (1.5485, -2.5714, -0.1122)

Results
2S+1   1
Gap between HOMO and LUMO   7.072 eV
Electronic energy   -595.2617 Eh

Here are the natural (NBO) charges for atoms 1 to 2, given in e: number 1, Li, carries 0.85; number 2, N, carries -0.81

***

ORCA calculation (the ωB97M-V functional and the def2-TZVPD basis) on the ion C5H12N with charge +1.

CARTESIAN COORDINATES (ANGSTROEM)
C (3.1617, -0.6226, -0.2957)
C (2.0720, 0.0391, 0.1007)
C (0.6716, -0.3117, -0.2842)
C (-0.3376, 0.2456, 0.7582)
C (-1.5663, 0.9308, 0.1322)
N (-2.4516, -0.1323, -0.4289)
H (3.0031, -1.4495, -0.9844)
H (4.0977, -0.5783, 0.2409)
H (2.2527, 0.7568, 0.8963)
H (0.3267, 0.0668, -1.2513)
H (0.6376, -1.3999, -0.1844)
H (0.1498, 1.0807, 1.2757)
H (-0.6059, -0.4350, 1.5735)
H (-1.2058, 1.5094, -0.7163)
H (-2.0880, 1.5426, 0.8622)
H (-2.8596, -0.7052, 0.3133)
H (-3.2331, 0.2889, -0.9517)
H (-2.0252, -0.8260, -1.0561)

Results
2S+1   1
Gap between HOMO and LUMO   9.050 eV
Net charge   +1
Energy relative to the best compared isomer or geometry (same formula, charge and spin)   1.620 eV
Electronic energy   -252.1716 Eh

Here are the natural (NBO) charges for atoms 1 to 2, given in e: number 1, C, carries -0.34; number 2, C, carries -0.21

***

ORCA calculation (the ωB97M-V functional and the def2-TZVPD basis) on a cluster of 2 separate species, C5H12N in total.

CARTESIAN COORDINATES (ANGSTROEM)
C (1.5726, -0.1319, -2.1544)
C (0.2512, -0.8627, -1.9532)
C (-0.8041, -1.3345, 0.2197)
N (-0.2646, -0.5362, -0.5992)
H (1.4465, 0.9388, -1.9827)
H (2.3495, -0.5393, -1.5123)
H (1.9028, -0.2210, -3.1860)
H (-0.5054, -0.5230, -2.6544)
H (0.3842, -1.9410, -1.9895)
H (-1.1598, -0.9930, 1.1834)
H (-0.9733, -2.3705, -0.0551)
H (-0.1701, 0.4371, -0.3019)
C (-0.9484, 0.8895, 2.8859)
C (-0.3764, 1.7496, 2.0617)
H (-1.9371, 0.4771, 2.7086)
H (-0.4746, 0.6317, 3.8250)
H (-0.8923, 2.1755, 1.2050)
H (0.5994, 2.1538, 2.2993)

Results
2S+1   1
Gap between HOMO and LUMO   9.235 eV
Net charge   +1
Energy relative to the best compared isomer or geometry (same formula, charge and spin)   1.969 eV
Electronic energy   -252.1588 Eh

Here are the natural (NBO) charges for atoms 1 to 2, given in e: number 1, C, carries -0.63; number 2, C, carries -0.23

***

ORCA calculation (the ωB97M-V functional and the def2-TZVPD basis) on the ion C5H12N with charge +1.

CARTESIAN COORDINATES (ANGSTROEM)
C (-0.3784, 1.5220, -1.2281)
C (0.3502, 0.4432, -0.8929)
C (0.8810, -0.4411, -2.0624)
C (0.8633, 0.0405, 0.4653)
C (-0.1316, -0.8156, 1.3113)
N (-1.1821, -0.0204, 1.8934)
H (-0.9087, 1.4621, -2.2509)
H (-0.8009, 2.2798, -0.5368)
H (0.7567, 0.0243, -3.0179)
H (1.9668, -0.6817, -2.0202)
H (0.5091, -1.4726, -2.0368)
H (1.8112, -0.4746, 0.3230)
H (1.1047, 0.8651, 1.1818)
H (-0.5370, -1.6118, 0.6789)
H (0.4279, -1.4738, 2.0171)
H (-1.3502, 0.0203, 2.9141)
H (-1.2939, 0.8584, 1.3855)
H (-2.0882, -0.5243, 1.8756)

Results
2S+1   1
Gap between HOMO and LUMO   9.474 eV
Net charge   +1
Energy relative to the best compared isomer or geometry (same formula, charge and spin)   2.204 eV
Electronic energy   -252.1501 Eh

Here are the natural (NBO) charges for atoms 1 to 2, given in e: number 1, C, carries -0.40; number 2, C, carries -0.01

***

ORCA calculation (the ωB97M-V functional and the def2-TZVPD basis) on the ion C5H12N with charge +1.

CARTESIAN COORDINATES (ANGSTROEM)
C (-1.9608, -0.8511, -0.7035)
C (-1.8518, 0.4126, -0.2501)
C (-0.6448, 0.7770, 0.6087)
C (0.5804, -0.2109, 0.2954)
C (1.0571, 0.0096, -1.1500)
N (2.0844, -0.1508, 0.9608)
H (-2.8230, -1.4601, -0.8399)
H (-1.0996, -1.4628, -0.9211)
H (-2.7759, 1.0284, -0.2204)
H (-0.2624, 1.8879, 0.7547)
H (-1.2541, 0.7202, 1.5538)
H (0.2141, -1.0386, 0.9492)
H (0.4318, 0.5585, -1.8414)
H (1.9595, 0.5627, -1.1322)
H (1.3168, -0.9315, -1.6426)
H (1.7964, 0.5550, 1.6937)
H (2.5250, -0.8295, 1.6732)
H (2.6360, 0.7213, 0.6591)

Results
2S+1   1
Gap between HOMO and LUMO   9.138 eV
Net charge   +1
Energy relative to the best compared isomer or geometry (same formula, charge and spin)   4.900 eV
Electronic energy   -252.0510 Eh

Here are the natural (NBO) charges for atoms 1 to 2, given in e: number 1, C, carries -0.39; number 2, C, carries -0.20

***

ORCA calculation (the ωB97M-V functional and the def2-TZVPD basis) on the ion C5H12N2 with charge -1.

CARTESIAN COORDINATES (ANGSTROEM)
C (0.8698, 2.0652, 0.3606)
C (-0.3673, 1.8229, -0.6763)
C (-1.1357, 0.6596, -0.1836)
N (-0.4141, -3.0761, 0.1683)
C (-0.7793, -1.7408, 0.3665)
C (-0.3848, -0.7013, -0.4978)
N (1.8214, 0.8787, 0.2567)
H (0.2952, 2.1163, 1.3388)
H (1.6006, 2.9353, 0.1396)
H (-0.1277, 1.5271, -1.7239)
H (-0.6614, 2.8980, -0.6387)
H (-1.1347, 0.6431, 0.9837)
H (-2.0971, 0.6567, -0.4527)
H (0.2362, -3.4135, 0.8690)
H (-0.1368, -3.4852, -0.6697)
H (-1.3847, -1.5187, 1.2790)
H (0.3342, -0.6201, -1.3176)
H (2.5093, 1.1014, 0.9380)
H (1.4995, -0.0921, 0.0635)

Results
2S+1   2
Gap between HOMO and LUMO (alpha / beta)   2.430 / 7.903 eV
Net charge   -1
Energy relative to the best compared isomer or geometry (same formula, charge and spin)   2.921 eV
Electronic energy   -307.0548 Eh

Here are the natural (NBO) charges for atoms 1 to 2, given in e: number 1, C, carries -0.22; number 2, C, carries -0.42

***

Question: Look up the electronic energy of the second one.
Answer: -2273.0270 Eh

***

Question: Number 6 is which compound?
Answer: C5H12N

***

Question: The highest electronic energy belongs to which entry?
Answer: number 7